# 1
Density functional theory data (the ωB97M-V functional and the def2-TZVPD basis) for a cluster of 6 separate species, C36H52IN3O15 in total in a non-equilibrium geometry.

Last column: Löwdin charge in e.
Geometry (Å):
1 C -3.37336 2.19490 -0.62101  -0.09
2 C -2.31400 3.32729 -0.73494  -0.36
3 C -1.09036 2.89169 0.13016  -0.07
4 C -1.88254 3.66548 -2.22323  -0.10
5 C -2.61270 2.72256 -3.17868  -0.19
6 C -3.84967 3.05310 -3.64253  -0.03
7 C -4.55040 2.14475 -4.49765  -0.03
8 C -3.96704 0.96539 -4.83678  -0.17
9 C -4.74955 -0.02590 -5.72002  -0.22
10 N -5.52540 -0.93099 -4.82119  0.00
11 C -2.64767 0.60279 -4.40164  -0.17
12 N -2.14231 -0.59064 -4.83577  0.15
13 C -0.91830 -0.77924 -4.41265  -0.07
14 C -0.18535 0.10844 -3.56140  -0.25
15 C 1.25042 -0.27202 -3.18377  -0.14
16 C 1.35261 -1.13982 -1.87641  -0.29
17 C 2.40520 -0.46430 -0.93989  -0.62
18 I 3.26294 -1.97032 0.37389  0.79
19 N -0.68559 1.23526 -3.09921  0.20
20 C -1.95579 1.49635 -3.55818  -0.14
21 H -3.58212 2.07588 0.46003  0.07
22 H -2.92508 1.24071 -0.94245  0.07
23 H -4.33366 2.42262 -1.09513  0.08
24 H -2.78667 4.23883 -0.33508  0.13
25 H -1.50352 2.26126 0.93778  0.06
26 H -0.44218 2.21781 -0.45328  0.06
27 H -0.54929 3.74024 0.56352  0.08
28 H -0.79594 3.55010 -2.34197  0.10
29 H -2.09315 4.71533 -2.47773  0.10
30 H -4.23619 4.02046 -3.31604  0.11
31 H -5.54991 2.40312 -4.85643  0.11
32 H -4.06722 -0.63191 -6.32464  0.10
33 H -5.48134 0.52039 -6.32837  0.11
34 H -4.89179 -1.26310 -4.09488  0.06
35 H -6.16412 -0.31885 -4.31320  0.06
36 H -0.41380 -1.69711 -4.73799  0.12
37 H 1.86558 0.63746 -3.14120  0.11
38 H 1.65316 -0.88590 -4.00641  0.11
39 H 1.63855 -2.17530 -2.10074  0.08
40 H 0.36830 -1.14209 -1.38731  0.10
41 H 1.86269 0.29666 -0.36670  0.05
42 H 3.20874 -0.01973 -1.53496  0.03
43 C 1.33781 -6.40665 3.86012  -0.01
44 C 2.80423 -6.25351 3.53469  -0.32
45 C 3.36903 -4.88982 3.82748  -0.09
46 O 4.45437 -4.80811 2.89419  0.04
47 C 4.12069 -5.59135 1.83365  -0.58
48 O 4.69779 -5.60173 0.79401  0.14
49 O 3.03549 -6.35588 2.11736  0.08
50 H 0.91981 -7.27313 3.34746  0.09
51 H 1.19123 -6.52543 4.93371  0.09
52 H 0.76785 -5.53586 3.52892  0.09
53 H 3.38135 -7.04235 4.02535  0.15
54 H 3.72430 -4.79061 4.85063  0.12
55 H 2.67103 -4.07621 3.60970  0.13
56 C -7.36052 7.95762 -5.32544  -0.02
57 C -5.94639 8.10048 -4.81449  -0.33
58 C -4.91073 7.36555 -5.62544  -0.10
59 O -3.89154 7.11757 -4.65176  0.06
60 C -4.50680 7.04899 -3.44282  -0.56
61 O -3.98986 6.66223 -2.44516  0.16
62 O -5.79415 7.47649 -3.52937  0.09
63 H -8.07758 8.22753 -4.55022  0.09
64 H -7.52377 8.59352 -6.19563  0.09
65 H -7.57335 6.92512 -5.60920  0.09
66 H -5.69273 9.15869 -4.70217  0.16
67 H -4.52184 7.95303 -6.45454  0.14
68 H -5.26446 6.40270 -6.00330  0.14
69 C 8.53284 -0.22341 -0.51180  -0.02
70 C 7.71277 0.83755 0.18306  -0.33
71 C 6.31546 0.99865 -0.35416  -0.11
72 O 6.02871 2.36514 -0.03749  0.06
73 C 7.21809 3.02508 -0.01557  -0.56
74 O 7.33392 4.20567 0.02196  0.17
75 O 8.25747 2.14714 -0.04669  0.08
76 H 9.59459 -0.08071 -0.31022  0.09
77 H 8.23946 -1.21910 -0.17866  0.09
78 H 8.40552 -0.17170 -1.59481  0.09
79 H 7.71049 0.66315 1.26312  0.16
80 H 5.59869 0.33071 0.11808  0.09
81 H 6.25612 0.87971 -1.43968  0.14
82 C 5.53045 -3.48745 8.04685  -0.02
83 C 4.61420 -4.67368 8.23547  -0.33
84 C 5.05871 -5.64011 9.30198  -0.10
85 O 4.47649 -6.86822 8.85231  0.07
86 C 4.37438 -6.78734 7.50177  -0.55
87 O 4.11559 -7.69931 6.78618  0.17
88 O 4.61260 -5.51748 7.07098  0.06
89 H 5.34791 -3.01012 7.08389  0.09
90 H 5.38155 -2.75381 8.83914  0.09
91 H 6.57779 -3.79486 8.05495  0.09
92 H 3.58797 -4.33235 8.40049  0.16
93 H 4.69533 -5.37777 10.29337  0.14
94 H 6.14323 -5.76904 9.34013  0.14
95 C -5.41068 -0.90398 1.65890  -0.01
96 C -3.98724 -0.77515 2.14968  -0.35
97 C -2.98989 -1.50802 1.32457  -0.11
98 O -1.95787 -1.75679 2.26702  0.06
99 C -2.54191 -1.83663 3.49776  -0.54
100 O -2.00171 -2.22441 4.47949  0.17
101 O -3.83797 -1.39345 3.43980  0.09
102 H -6.11405 -0.62354 2.44294  0.09
103 H -5.57870 -0.26931 0.78799  0.09
104 H -5.63839 -1.93526 1.38253  0.09
105 H -3.71493 0.27961 2.25534  0.15
106 H -2.61748 -0.91279 0.49161  0.13
107 H -3.35296 -2.46714 0.94410  0.14

Summary:
Frontier orbital gap in Ha: 0.30082
HOMO level in eV: -8.55
Energy in eV: -81460.458

=====

# 2
Density functional theory data (the ωB97M-V functional and the def2-TZVPD basis) for an isolated molecule of C2H8N2O2S in a non-equilibrium geometry.

Last column: Löwdin charge in e.
Geometry (Å):
1 C -1.31821 1.70842 0.22259  -0.13
2 S -1.07316 -0.08289 -0.03842  0.64
3 O -2.03600 -0.85999 0.71318  -0.34
4 O -1.07279 -0.36078 -1.44193  -0.34
5 C 0.65671 -0.59057 0.48260  -0.41
6 N 1.66561 0.39841 -0.43235  0.01
7 N 0.96968 -1.85012 -0.03138  0.02
8 H -1.09509 2.12538 1.20572  0.07
9 H -0.57831 2.14415 -0.33533  0.00
10 H -2.27555 2.02920 -0.26127  0.09
11 H 0.59628 -0.51450 1.58243  0.13
12 H 1.45634 0.28403 -1.39825  0.02
13 H 2.64091 0.06896 -0.23144  0.06
14 H 0.32635 -2.04611 -0.79648  0.09
15 H 1.13723 -2.45359 0.76033  0.09

Summary:
Frontier orbital gap in Ha: 0.36265
HOMO level in eV: -9.09
Energy in eV: -20112.073
ΔE to the lowest compared entry with this formula, charge and spin in kcal per mole: 23.7

=====

# 3
Density functional theory data (the ωB97M-V functional and the def2-TZVPD basis) for a structure of composition C5H11N4 in a non-equilibrium geometry.

Last column: Löwdin charge in e.
Geometry (Å):
1 C -1.54523 0.11167 -0.11261  -0.39
2 C 1.01695 -0.34085 0.14032  -0.34
3 C -2.72136 0.89732 -0.49041  0.00
4 C 1.91866 0.07072 1.28833  -0.01
5 C 1.39086 0.12766 -1.28368  0.02
6 N -1.61923 -1.24623 -0.30206  0.10
7 N -0.77929 -1.99595 0.14566  0.06
8 N 0.44160 -1.63840 0.33316  0.08
9 N -0.52575 0.59242 0.49984  0.21
10 H -3.19861 0.53489 -1.38104  0.09
11 H -2.39949 1.91769 -0.81799  0.11
12 H -3.45982 0.97110 0.40638  0.15
13 H 1.24742 -0.11378 2.14243  0.10
14 H 2.29362 1.06512 1.06867  0.10
15 H 2.69760 -0.69733 1.51353  0.12
16 H 1.85062 -0.72668 -1.84014  0.11
17 H 2.22795 0.82347 -1.06431  0.09
18 H 0.45055 0.52002 -1.73897  0.10
19 H 1.02264 -2.36243 0.53110  0.13
20 H -0.30967 1.48956 0.96178  0.17

Summary:
Frontier orbital gap in Ha: 0.33353
HOMO level in eV: -14.15
Energy in eV: -11313.793
Charge: +1
ΔE to the lowest compared entry with this formula, charge and spin in kcal per mole: 93.5

=====

# 4
Density functional theory data (the ωB97M-V functional and the def2-TZVPD basis) for an isolated molecule of C6H15NOS in a non-equilibrium geometry.

Last column: Löwdin charge in e.
Geometry (Å):
1 C 1.65186 -0.31387 1.86773  -0.25
2 S 0.56078 -0.56716 0.58001  0.84
3 O 0.25055 -2.10139 0.39257  -0.42
4 N 1.47580 -0.11909 -0.80790  -0.26
5 C 1.85188 -1.16740 -1.75625  -0.16
6 C -0.98287 0.37058 0.17468  -0.69
7 C -1.44397 -0.03539 -1.24003  -0.05
8 C -1.95311 0.09033 1.29541  -0.09
9 C -0.50463 1.85502 0.31209  -0.08
10 H 1.38947 -0.36172 2.98191  0.04
11 H 1.94340 0.70817 1.68513  -0.03
12 H 2.28694 0.37148 -0.34998  0.10
13 H 2.79680 -1.80605 -1.55128  0.10
14 H 1.07810 -1.91837 -1.65125  0.05
15 H 2.06774 -0.81646 -2.83094  0.10
16 H -0.48579 -0.06704 -1.81567  0.07
17 H -1.71239 -1.03862 -1.03010  0.05
18 H -2.32471 0.49660 -1.66801  0.11
19 H -2.42084 -0.98700 1.07449  0.14
20 H -2.77510 0.80413 1.15673  0.09
21 H -1.40691 0.25387 2.19570  0.06
22 H -0.08023 2.01752 1.36322  0.10
23 H 0.17753 1.87893 -0.46921  0.03
24 H -1.44032 2.45292 0.09096  0.11

Summary:
Frontier orbital gap in Ha: 0.33511
HOMO level in eV: -8.43
Energy in eV: -20833.364
ΔE to the lowest compared entry with this formula, charge and spin in kcal per mole: 115.2

=====

# 5
Density functional theory data (the ωB97M-V functional and the def2-TZVPD basis) for a cluster of 2 separate species, C8H10N2 in total in a non-equilibrium geometry.

Last column: Löwdin charge in e.
Geometry (Å):
1 C 2.18422 -0.05032 0.09358  -0.23
2 C -1.40472 0.35822 2.40434  -0.06
3 C -2.32154 -0.30824 1.45844  -0.06
4 C -0.15982 0.39677 1.82276  -0.09
5 C -1.59179 -0.52638 0.35832  -0.11
6 C 0.83138 -1.54563 -1.27889  -0.02
7 C 0.50424 1.75177 -1.75696  0.12
8 C 0.84818 -0.41247 -0.21524  -0.27
9 N 3.30910 0.30863 0.12554  0.16
10 N -0.28213 -0.18207 0.58485  -0.11
11 H -1.65539 1.01432 3.25957  0.10
12 H -3.28261 -0.69058 1.60710  0.08
13 H 0.76416 0.97530 2.06689  0.14
14 H -1.76573 -1.20484 -0.50908  0.12
15 H -0.23282 -1.73827 -1.41058  0.05
16 H 1.30022 -1.05625 -2.23714  0.12
17 H 1.45709 -2.31575 -0.81480  0.09
18 H 0.38955 1.11982 -2.64091  0.01
19 H -0.28370 1.83280 -1.06505  -0.01
20 H 1.39210 2.27317 -1.85274  -0.02

Summary:
Frontier orbital gap (alpha / beta) in Ha: 0.29018 / 0.29265
HOMO level (alpha / beta) in eV: -7.81 / -8.72
Energy in eV: -11433.427
ΔE to the lowest compared entry with this formula, charge and spin in kcal per mole: 99.8

=====

# 6
Density functional theory data (the ωB97M-V functional and the def2-TZVPD basis) for a structure of composition C20H17MnN10P in a non-equilibrium geometry.

Last column: Löwdin charge in e.
Geometry (Å):
1 Mn 1.30063 -0.61614 1.08818  0.86
2 N 3.06782 -1.81599 3.72075  0.14
3 C 1.91080 -2.41969 3.39838  -0.53
4 N 1.58685 -3.56957 3.94915  0.04
5 N 0.39160 -3.88371 3.40612  -0.09
6 N 0.02617 -2.99513 2.59293  -0.09
7 N 0.99301 -2.00472 2.55048  -0.11
8 C 3.54203 -0.68418 3.14669  -0.52
9 N 4.75782 -0.25995 3.41007  0.03
10 N 4.89917 0.88156 2.68313  -0.08
11 N 3.84121 1.11054 2.01636  -0.10
12 N 2.88872 0.10625 2.30990  -0.08
13 H 3.64961 -2.26926 4.39930  0.15
14 N 2.25022 0.68716 -0.50293  0.02
15 C 1.66050 0.88530 -1.82229  -0.29
16 C 2.33873 1.58504 -2.80623  -0.03
17 C 1.80045 1.75090 -4.07394  -0.06
18 C 0.50527 1.32068 -4.32244  -0.07
19 C -0.23050 0.72295 -3.31489  -0.07
20 C 0.34472 0.45009 -2.07366  -0.32
21 P -0.57264 -0.35794 -0.73231  1.05
22 C -1.03756 1.01655 0.40381  -0.39
23 C -0.77754 2.36038 0.14538  -0.08
24 C -0.89943 3.30580 1.17309  -0.05
25 C -1.30834 2.90257 2.45186  -0.07
26 C -1.58248 1.57376 2.69644  -0.07
27 C -1.43382 0.62292 1.70767  -0.12
28 C -2.11516 -1.06024 -1.29601  -0.38
29 C -2.01853 -2.30193 -1.92977  -0.10
30 C -3.15638 -2.95474 -2.37743  -0.07
31 C -4.39221 -2.34726 -2.19652  -0.07
32 C -4.49220 -1.10179 -1.57021  -0.07
33 C -3.35758 -0.45550 -1.11414  -0.07
34 H 2.23266 1.54896 0.04158  0.09
35 H 3.20469 0.42873 -0.55211  0.08
36 H 3.31303 2.02440 -2.59785  0.12
37 H 2.35658 2.23656 -4.86823  0.11
38 H 0.02788 1.48800 -5.28445  0.11
39 H -1.24650 0.43564 -3.51051  0.10
40 H -0.45768 2.66593 -0.84077  0.11
41 H -0.69068 4.35219 0.99589  0.11
42 H -1.32747 3.62196 3.24911  0.11
43 H -1.81304 1.26023 3.71186  0.12
44 H -1.68723 -0.39620 1.92833  0.10
45 H -1.06097 -2.81416 -2.06330  0.11
46 H -3.05231 -3.94967 -2.79596  0.11
47 H -5.27850 -2.87057 -2.54262  0.11
48 H -5.45654 -0.69474 -1.39045  0.10
49 H -3.44488 0.47802 -0.59742  0.10

Summary:
Frontier orbital gap (alpha / beta) in Ha: 0.28072 / 0.27105
HOMO level (alpha / beta) in eV: -7.92 / -7.94
Energy in eV: -76525.278
Expectation value of S²: 8.7549
Spin multiplicity: 6
ΔE to the lowest compared entry with this formula, charge and spin in kcal per mole: 0.0